No. 1
{"formula": "C5H8O2", "method": "the ωB97M-V functional and the def2-TZVPD basis", "total_charge": 0, "smiles": "O=CC1(O)CCC1", "de_lowest_ev": 1.3745, "homo_ha": -0.354, "lumo_ev": 0.710, "symbols": ["O", "C", "C", "O", "C", "C", "C", "H", "H", "H", "H", "H", "H", "H", "H"], "positions_angstrom": [[-0.0466, -1.4659, 2.0232], [0.3501, -0.3435, 1.8180], [0.2808, 0.3176, 0.4527], [0.9218, 1.5723, 0.4662], [0.6558, -0.6001, -0.7402], [-0.7095, -0.3013, -1.4002], [-1.1497, 0.4530, -0.1256], [0.7908, 0.2905, 2.6237], [1.8638, 1.4214, 0.3290], [1.5444, -0.2774, -1.2975], [0.7750, -1.6434, -0.4372], [-1.3080, -1.1843, -1.6391], [-0.6359, 0.3388, -2.2838], [-1.4360, 1.4999, -0.2605], [-1.8968, -0.0775, 0.4712]], "lowdin_charge": [0.065, -0.176, -0.490, 0.002, -0.088, -0.142, -0.083, 0.136, 0.101, 0.115, 0.113, 0.105, 0.107, 0.118, 0.116]}

=====

No. 2
{"formula": "C16H29F6O7P", "method": "the ωB97M-V functional and the def2-TZVPD basis", "total_charge": 0, "smiles": "CCOC[PH3]CCOC(=O)CC.CCOC(=O)C(F)(F)F.CCOC(=O)C(F)(F)F", "de_lowest_ev": 0.0000, "homo_ha": -0.291, "lumo_ev": 0.539, "symbols": ["C", "C", "O", "C", "P", "C", "C", "O", "C", "O", "C", "C", "H", "H", "H", "H", "H", "H", "H", "H", "H", "H", "H", "H", "H", "H", "H", "H", "H", "H", "H", "C", "C", "O", "C", "O", "C", "F", "F", "F", "H", "H", "H", "H", "H", "C", "C", "O", "C", "O", "C", "F", "F", "F", "H", "H", "H", "H", "H"], "positions_angstrom": [[5.8107, -2.0739, -0.7797], [5.6230, -0.6632, -1.3148], [4.9267, 0.2000, -0.4300], [3.5610, -0.1059, -0.2123], [2.3672, 0.5058, -1.5490], [1.1296, 1.0922, -2.8777], [0.6010, -0.0659, -3.6972], [-0.2180, -0.9101, -2.8686], [-1.5321, -0.6138, -2.7852], [-2.1426, -0.0562, -3.6570], [-2.1389, -1.1223, -1.5045], [-2.6550, -2.5547, -1.6834], [4.8693, -2.6140, -0.6851], [6.3095, -2.0540, 0.1892], [6.4383, -2.6344, -1.4749], [5.1514, -0.6976, -2.3028], [6.5996, -0.1982, -1.4510], [3.2738, 0.4160, 0.7074], [3.3914, -1.1787, -0.0410], [1.2937, 0.1012, -0.6998], [2.8531, 1.8337, -1.3662], [2.9168, -0.4090, -2.5090], [0.2878, 1.5669, -2.3618], [1.6050, 1.8099, -3.5533], [0.0432, 0.2652, -4.5723], [1.4137, -0.7063, -4.0508], [-1.3891, -1.0911, -0.7138], [-2.9574, -0.4511, -1.2486], [-2.9589, -2.9793, -0.7282], [-3.5154, -2.5623, -2.3526], [-1.8880, -3.1894, -2.1273], [1.1641, -1.3112, 5.5690], [2.3676, -1.5295, 4.6817], [2.0728, -2.4793, 3.6277], [1.4502, -1.9946, 2.5692], [1.0951, -0.8683, 2.3812], [1.2506, -3.1149, 1.5197], [0.8063, -4.2415, 2.0818], [2.4168, -3.3835, 0.9134], [0.3766, -2.7314, 0.5935], [0.8136, -2.2590, 5.9773], [1.4339, -0.6547, 6.3961], [0.3487, -0.8484, 5.0147], [3.1916, -1.9810, 5.2286], [2.7133, -0.6001, 4.2314], [-5.1537, 2.2327, -1.3728], [-5.7560, 2.3109, 0.0104], [-4.9482, 3.1338, 0.8859], [-5.1385, 4.4394, 0.7949], [-5.9041, 5.0172, 0.0821], [-4.2303, 5.1694, 1.8126], [-2.9881, 4.6766, 1.8052], [-4.7307, 5.0213, 3.0483], [-4.1709, 6.4668, 1.5365], [-4.1256, 1.8732, -1.3236], [-5.7306, 1.5451, -1.9909], [-5.1514, 3.2089, -1.8557], [-5.7725, 1.3371, 0.4944], [-6.7710, 2.7054, -0.0112]], "lowdin_charge": [-0.077, -0.290, -0.212, -0.428, 0.832, -0.361, -0.254, -0.037, -0.515, 0.115, -0.142, -0.076, 0.056, 0.081, 0.077, 0.095, 0.117, 0.081, 0.060, 0.025, 0.029, 0.025, 0.081, 0.079, 0.115, 0.104, 0.103, 0.105, 0.073, 0.079, 0.080, -0.058, -0.186, 0.036, -0.408, 0.154, -0.547, 0.172, 0.157, 0.163, 0.084, 0.084, 0.079, 0.126, 0.125, -0.054, -0.188, 0.032, -0.405, 0.171, -0.549, 0.167, 0.164, 0.175, 0.073, 0.087, 0.081, 0.124, 0.124]}

=====

No. 3
{"formula": "C20H57NO9", "method": "the ωB97M-V functional and the def2-TZVPD basis", "total_charge": 0, "smiles": "CC#N.CCO.CCO.CCO.CCO.CCO.CCO.CCO.CCO.CCO", "de_lowest_ev": 12.9699, "homo_ha": -0.345, "lumo_ev": 0.200, "symbols": ["C", "C", "N", "H", "H", "H", "C", "C", "O", "H", "H", "H", "H", "H", "H", "C", "C", "O", "H", "H", "H", "H", "H", "H", "C", "C", "O", "H", "H", "H", "H", "H", "H", "C", "C", "O", "H", "H", "H", "H", "H", "H", "C", "C", "O", "H", "H", "H", "H", "H", "H", "C", "C", "O", "H", "H", "H", "H", "H", "H", "C", "C", "O", "H", "H", "H", "H", "H", "H", "C", "C", "O", "H", "H", "H", "H", "H", "H", "C", "C", "O", "H", "H", "H", "H", "H", "H"], "positions_angstrom": [[-0.1799, -0.7637, -0.0697], [0.3441, -2.1397, 0.1433], [0.7441, -3.2537, 0.2203], [0.3691, 0.0753, 0.3653], [-0.3479, -0.3437, -1.0767], [-1.1949, -0.7557, 0.3943], [4.5201, 3.5433, 1.0783], [3.0851, 3.4753, 0.5523], [2.6071, 2.2453, 0.7053], [5.1741, 2.9103, 0.3733], [4.4071, 3.0823, 2.1443], [4.9061, 4.7403, 1.0463], [3.0421, 3.9413, -0.4667], [2.3571, 4.1293, 1.1533], [1.7721, 2.3373, 0.6383], [-3.6359, 2.1623, 3.6743], [-3.9949, 0.8673, 2.8773], [-2.9509, 0.5213, 2.0253], [-4.5059, 2.3413, 4.2093], [-3.3879, 2.9323, 3.1083], [-2.7679, 2.1223, 4.1983], [-4.8819, 0.8933, 2.4683], [-4.2069, 0.0763, 3.6923], [-3.2979, 0.5673, 1.2823], [2.3301, -3.8357, -3.8767], [2.5821, -2.5527, -3.1367], [3.6941, -1.8657, -3.7397], [2.1481, -3.5587, -4.7867], [1.5011, -4.3927, -3.4207], [3.0591, -4.5597, -4.0537], [2.6501, -2.8687, -2.0617], [1.6551, -2.0057, -3.0097], [3.8231, -0.9957, -3.8047], [4.4671, -0.4097, 2.7063], [3.0951, -0.1217, 3.2343], [2.9971, 1.2673, 3.4493], [5.2481, -0.1557, 3.4213], [4.6541, 0.1123, 1.6793], [4.6721, -1.4067, 2.3953], [3.0261, -0.8197, 4.0593], [2.2561, -0.1557, 2.6193], [2.9831, 1.6173, 2.4463], [-0.1919, 3.5073, 2.1183], [-0.9659, 3.2013, 0.8423], [-0.1389, 2.7293, -0.1037], [0.2941, 4.5273, 2.0593], [0.3931, 2.6583, 2.3273], [-0.9049, 3.6183, 2.8343], [-1.6939, 4.0493, 0.5593], [-1.4859, 2.2783, 0.9593], [-0.5319, 2.8003, -0.8997], [-4.1759, 2.1513, -1.1007], [-4.1879, 0.7233, -1.5807], [-3.7019, -0.2217, -0.7007], [-4.3929, 2.9173, -1.7237], [-3.1829, 2.3873, -0.9777], [-4.7419, 2.2233, -0.1687], [-3.4519, 0.7733, -2.2767], [-4.9859, 0.3003, -2.0437], [-3.3119, -1.0387, -0.9387], [-0.9749, 1.5603, -3.3527], [-1.4019, 3.0613, -3.5217], [-0.9059, 3.8933, -2.5657], [-1.1749, 0.8423, -4.0807], [-1.3719, 1.2573, -2.3417], [0.0991, 1.3983, -3.0557], [-2.4999, 3.0233, -3.5067], [-0.8599, 3.3613, -4.5277], [-1.3369, 4.7073, -2.7087], [-2.8619, -3.4327, -0.3187], [-2.5039, -3.3067, -1.8347], [-2.8499, -2.0227, -2.4077], [-2.3159, -2.6167, 0.3003], [-2.3009, -4.3587, -0.2647], [-3.9379, -3.4577, -0.4457], [-3.1279, -4.0557, -2.4207], [-1.2889, -3.4837, -1.8617], [-2.5559, -1.9457, -3.1357], [1.7921, -4.0747, 2.1023], [2.3341, -5.0087, 1.0013], [3.3271, -5.8657, 1.6273], [2.5791, -3.3847, 2.6913], [1.5031, -4.6237, 3.0523], [1.0961, -3.5267, 1.5243], [2.8281, -4.3217, 0.2423], [1.5651, -5.6817, 0.5563], [3.6891, -6.5257, 1.2123]], "lowdin_charge": [-0.021, -0.123, 0.120, 0.069, 0.071, 0.070, -0.087, -0.408, -0.023, 0.088, 0.089, 0.137, 0.122, 0.121, -0.062, -0.035, -0.250, 0.011, 0.059, 0.012, 0.047, 0.054, 0.140, -0.102, -0.079, -0.285, -0.011, 0.009, 0.091, 0.064, 0.097, 0.093, 0.008, -0.093, -0.347, -0.141, 0.079, 0.103, 0.045, 0.111, 0.079, 0.091, -0.036, -0.338, -0.044, 0.107, 0.066, 0.028, 0.152, 0.086, -0.017, -0.024, -0.297, -0.058, 0.046, 0.028, 0.095, 0.051, 0.096, 0.013, -0.072, -0.323, -0.044, 0.050, 0.052, 0.092, 0.107, 0.149, 0.085, -0.071, -0.258, -0.003, 0.091, 0.071, 0.079, 0.130, 0.144, -0.084, -0.124, -0.290, -0.053, 0.112, 0.088, -0.088, 0.106, 0.115, -0.028]}

=====

No. 4
{"formula": "C3H8N2O", "method": "the ωB97M-V functional and the def2-TZVPD basis", "total_charge": -1, "de_lowest_ev": 3.6369, "spin_multiplicity": 2, "homo_ha": [-0.010, -0.101], "lumo_ev": [4.202, 4.191], "symbols": ["C", "C", "O", "H", "H", "H", "H", "N", "C", "N", "H", "H", "H", "H"], "positions_angstrom": [[-2.9887, 0.0001, -0.7707], [-1.6710, -0.1418, -1.0899], [-0.5577, 0.3102, -0.4440], [-3.2745, 0.9874, -0.2872], [-3.6399, -0.8538, -1.0938], [-1.3694, -0.8215, -1.9612], [-0.0549, 0.3854, 0.4504], [2.1081, -0.5903, 0.0820], [1.9280, 0.6130, 0.8429], [1.0433, 0.6151, 1.8100], [3.0127, -0.7409, -0.4849], [1.2778, -1.1009, -0.2852], [2.7912, 1.3459, 0.6534], [1.3950, -0.0078, 2.5779]], "lowdin_charge": [-0.069, -0.332, -0.128, 0.055, 0.031, 0.103, 0.050, -0.072, -0.600, -0.162, 0.057, 0.040, 0.052, -0.028]}

=====

No. 5
{"formula": "C6H13N", "method": "the ωB97M-V functional and the def2-TZVPD basis", "total_charge": 0, "de_lowest_ev": 4.6078, "homo_ha": -0.277, "lumo_ev": 1.008, "symbols": ["C", "C", "N", "C", "C", "C", "C", "H", "H", "H", "H", "H", "H", "H", "H", "H", "H", "H", "H", "H"], "positions_angstrom": [[1.8661, 1.3182, -0.3863], [0.5142, 0.7119, -0.2161], [-0.1629, -0.2187, -0.9049], [-1.1431, -0.1699, -1.8101], [-0.0795, -0.4247, 0.5451], [-1.3239, -0.1789, 1.3818], [0.7359, -1.6354, 0.9651], [1.9449, 1.8164, -1.3580], [2.0393, 2.0691, 0.3899], [2.6707, 0.5721, -0.3152], [-0.8223, 1.7762, -0.6069], [-1.9133, -0.9346, -1.7496], [-1.4617, 1.5225, -1.1343], [-0.8810, 0.2000, -2.7975], [-1.0509, 0.2669, 2.3445], [-2.0117, 0.5015, 0.8744], [-1.8498, -1.1193, 1.5870], [1.5952, -1.7824, 0.3030], [0.1285, -2.5486, 0.9505], [1.1092, -1.5015, 1.9872]], "lowdin_charge": [-0.044, -0.277, -0.136, -0.039, -0.439, -0.034, -0.028, 0.077, 0.076, 0.073, 0.090, 0.070, 0.079, 0.063, 0.085, 0.063, 0.079, 0.079, 0.079, 0.084]}

=====

No. 6
{"formula": "CHO3S2", "method": "the ωB97M-V functional and the def2-TZVPD basis", "total_charge": -1, "de_lowest_ev": 2.1199, "homo_ha": -0.130, "lumo_ev": 3.646, "symbols": ["C", "O", "O", "O", "S", "S", "H"], "positions_angstrom": [[1.6271, 1.6118, 0.3657], [-0.8760, -1.5862, 1.1737], [-0.7427, -1.7409, -1.2011], [-1.3672, 0.4835, -0.3617], [1.6759, 0.0832, -0.2105], [-0.8086, -0.8473, -0.0715], [0.4914, 1.9959, 0.3054]], "lowdin_charge": [-0.622, -0.376, -0.407, -0.419, 0.493, 0.385, -0.054]}

=====

No. 7
{"formula": "H2NP", "method": "the ωB97M-V functional and the def2-TZVPD basis", "total_charge": 0, "de_lowest_ev": 1.9074, "homo_ha": -0.321, "lumo_ev": -0.686, "symbols": ["N", "P", "H", "H"], "positions_angstrom": [[-0.6423, -0.8341, 0.0260], [-0.7800, 0.6826, 0.0164], [0.1459, -1.4071, -0.0565], [1.2764, 1.5586, 0.0141]], "lowdin_charge": [-0.434, 0.622, -0.058, -0.130]}

=====

No. 8
{"formula": "C8H14N3", "method": "the ωB97M-V functional and the def2-TZVPD basis", "total_charge": 1, "smiles": "C=C=[N+]=C[C@@H]1CNCCN1C", "de_lowest_ev": 5.9447, "homo_ha": -0.414, "lumo_ev": -5.622, "symbols": ["C", "C", "N", "C", "C", "C", "N", "C", "C", "N", "C", "H", "H", "H", "H", "H", "H", "H", "H", "H", "H", "H", "H", "H", "H"], "positions_angstrom": [[-2.8488, 0.3979, -3.2765], [-1.8906, 0.1280, -2.4469], [-0.9603, -0.0799, -1.7577], [0.3109, -0.2366, -1.6059], [1.1281, -0.1866, -0.3608], [1.2281, -1.6206, 0.5549], [0.5039, -1.4855, 1.7877], [-0.7670, -0.7965, 1.6207], [-0.6537, 0.6378, 1.0167], [0.6823, 0.8713, 0.5001], [1.7051, 1.5982, 1.2251], [-3.9019, 0.5648, -3.1290], [-2.5538, 0.2654, -4.2823], [0.8367, -0.1226, -2.5255], [2.1470, 0.0430, -0.5077], [0.9137, -2.4090, -0.0695], [2.3068, -1.6501, 0.8514], [0.9225, -1.1999, 2.6290], [-1.2704, -0.6751, 2.5130], [-1.3910, -1.3930, 0.9933], [-1.4760, 0.6332, 0.3366], [-0.8636, 1.3283, 1.8374], [2.3325, 2.0194, 0.4850], [1.2442, 2.3709, 1.7179], [2.3153, 0.9970, 1.8928]], "lowdin_charge": [0.166, -0.048, 0.190, 0.115, -0.214, -0.082, -0.035, -0.169, -0.144, -0.196, -0.033, 0.102, 0.091, 0.156, 0.124, 0.091, 0.134, 0.103, 0.093, 0.102, 0.079, 0.128, 0.084, 0.069, 0.094]}